No. 1
DFT (ωB97M-V with the def2-TZVPD basis set) results for C48H105Br3N13O13 as an isolated structure in a non-equilibrium geometry.

Last column: Löwdin spin population.
Cartesian coordinates (Å):
C1 6.801 4.284 10.525  0.000
Br1 7.957 4.836 12.040  0.000
Br2 5.692 5.774 9.746  0.000
Br3 5.652 2.788 11.070  0.000
H1 7.416 4.006 9.670  0.000
C2 10.453 13.369 10.451  0.020
C3 10.080 12.125 9.605  0.022
C4 8.576 11.919 10.027  0.000
C5 7.553 12.831 9.335  0.000
C6 7.684 12.766 7.837  -0.001
C7 9.120 13.018 7.306  0.019
N1 10.212 12.426 8.165  0.382
O1 11.576 12.544 7.651  0.528
C8 9.110 12.469 5.840  0.007
C9 9.291 14.517 7.136  0.014
C10 10.855 10.901 10.065  0.005
H2 11.460 13.717 10.219  0.001
H3 10.522 13.021 11.482  0.002
H4 9.663 14.119 10.481  0.000
H5 8.310 10.883 9.814  0.000
H6 8.420 12.027 11.101  0.000
H7 7.496 13.843 9.736  0.000
H8 6.575 12.508 9.693  0.000
H9 6.970 13.523 7.511  0.000
H10 7.418 11.760 7.513  0.000
H11 8.153 12.596 5.335  0.000
H12 9.880 12.945 5.233  0.000
H13 9.223 11.388 5.754  0.000
H14 9.238 14.888 8.160  0.000
H15 10.231 14.889 6.728  0.001
H16 8.514 14.966 6.518  0.001
H17 10.935 10.013 9.437  0.000
H18 10.416 10.571 11.006  0.000
H19 11.875 11.138 10.365  0.000
C11 15.274 1.708 4.475  0.006
C12 14.299 2.805 5.227  0.017
C13 15.221 3.129 6.476  0.000
C14 14.725 4.443 7.166  0.000
C15 14.981 5.616 6.211  -0.001
C16 14.221 5.491 4.838  0.016
N2 14.319 4.035 4.375  0.343
O2 13.707 3.776 3.022  0.586
C17 12.715 5.943 5.050  0.014
C18 14.902 6.552 3.966  0.003
C19 12.876 2.293 5.614  0.013
H20 15.503 0.889 5.156  0.000
H21 16.224 2.116 4.129  0.000
H22 14.610 1.320 3.703  0.000
H23 15.207 2.453 7.331  0.000
H24 16.272 3.403 6.379  0.000
H25 15.176 4.445 8.158  0.000
H26 13.654 4.481 7.364  0.000
H27 16.061 5.746 6.131  0.000
H28 14.767 6.580 6.672  0.000
H29 12.168 5.234 5.672  0.000
H30 12.647 6.813 5.703  0.001
H31 12.131 6.121 4.147  0.002
H32 14.220 6.766 3.143  0.000
H33 15.167 7.347 4.663  0.000
H34 15.870 6.207 3.604  0.000
H35 12.369 2.053 4.679  0.001
H36 12.193 2.828 6.272  0.000
H37 12.974 1.282 6.011  0.001
C20 15.824 6.864 14.646  0.017
C21 16.205 5.752 15.714  0.021
C22 17.077 6.474 16.773  0.002
C23 16.322 7.354 17.780  0.000
C24 15.246 6.584 18.487  0.001
C25 14.252 5.864 17.500  0.015
N3 15.128 5.103 16.471  0.321
O3 14.341 4.078 15.722  0.609
C26 13.373 4.912 18.405  0.000
C27 13.363 6.891 16.883  0.010
C28 17.157 4.733 15.039  0.001
H38 16.721 7.419 14.369  0.001
H39 15.120 7.611 15.016  0.000
H40 15.508 6.407 13.709  0.002
H41 17.732 5.790 17.312  0.000
H42 17.756 7.168 16.277  0.000
H43 15.932 8.187 17.194  0.000
H44 16.870 7.810 18.604  0.000
H45 14.702 7.360 19.024  0.000
H46 15.700 5.930 19.232  0.000
H47 12.723 5.516 19.037  0.000
H48 12.775 4.164 17.884  -0.001
H49 13.990 4.277 19.041  0.000
H50 13.871 7.854 16.830  0.000
H51 13.059 6.453 15.932  0.001
H52 12.469 7.162 17.444  0.001
H53 17.589 4.132 15.840  0.000
H54 18.074 5.180 14.655  0.000
H55 16.698 4.080 14.298  -0.001
O4 17.184 2.154 22.178  0.000
C29 18.254 2.184 21.575  0.000
N4 19.149 3.097 21.857  0.000
C30 18.520 1.134 20.471  0.000
H56 19.079 3.612 22.723  0.000
H57 19.833 3.405 21.180  0.000
H58 17.569 0.999 19.955  0.000
H59 18.807 0.165 20.878  0.000
H60 19.303 1.452 19.782  0.000
O5 6.408 4.552 22.609  0.000
C31 7.425 5.181 22.572  0.000
N5 7.714 6.089 21.677  0.000
C32 8.369 5.040 23.756  0.000
H61 8.102 6.994 21.902  0.000
H62 7.264 5.907 20.791  0.000
H63 9.372 5.340 23.455  0.000
H64 8.276 3.994 24.050  0.000
H65 8.031 5.745 24.516  0.000
O6 16.769 13.346 13.776  0.000
C33 17.771 13.513 13.060  0.000
N6 18.787 14.408 13.340  0.000
C34 17.770 12.924 11.658  0.000
H66 18.828 14.807 14.267  0.000
H67 19.486 14.688 12.667  0.000
H68 18.407 12.042 11.729  0.000
H69 18.346 13.454 10.899  0.000
H70 16.788 12.874 11.187  0.000
O7 10.428 9.971 22.195  0.000
C35 11.531 10.374 22.554  0.000
N7 12.184 11.368 22.001  0.000
C36 12.288 9.556 23.604  0.000
H71 13.159 11.510 22.220  0.000
H72 11.762 11.911 21.261  0.000
H73 12.373 8.551 23.188  0.000
H74 11.579 9.475 24.428  0.000
H75 13.150 10.130 23.943  0.000
O8 10.045 13.869 17.872  0.000
C37 8.846 13.811 17.682  0.000
N8 8.183 12.933 18.389  0.000
C38 8.101 14.778 16.812  0.000
H76 7.184 13.059 18.462  0.000
H77 8.666 12.159 18.823  0.000
H78 8.767 15.621 16.630  0.000
H79 7.258 15.214 17.348  0.000
H80 7.582 14.298 15.983  0.000
O9 6.119 -1.870 19.955  0.000
C39 6.590 -1.563 18.859  0.000
N9 7.347 -2.398 18.222  0.000
C40 6.609 -0.065 18.226  0.000
H81 8.121 -2.140 17.626  0.000
H82 7.458 -3.363 18.499  0.000
H83 6.946 0.068 17.198  0.000
H84 7.206 0.485 18.954  0.000
H85 5.564 0.247 18.227  0.000
O10 19.569 -3.148 13.231  0.000
C41 19.804 -2.600 12.157  0.000
N10 20.605 -3.219 11.319  0.000
C42 19.030 -1.403 11.654  0.000
H86 21.125 -4.026 11.633  0.000
H87 20.743 -2.909 10.368  0.000
H88 19.508 -0.498 12.028  0.000
H89 17.994 -1.338 11.985  0.000
H90 19.051 -1.512 10.570  0.000
O11 11.927 -3.040 22.907  0.000
C43 12.394 -1.989 22.400  0.000
N11 13.712 -1.925 22.463  0.000
C44 11.685 -0.808 21.928  0.000
H91 14.146 -1.081 22.115  0.000
H92 14.191 -2.746 22.803  0.000
H93 12.074 -0.677 20.918  0.000
H94 12.016 0.006 22.573  0.000
H95 10.626 -1.062 21.973  0.000
O12 16.923 12.864 20.970  0.000
C45 17.252 13.200 19.819  0.000
N12 16.352 13.499 18.912  0.000
C46 18.721 13.261 19.406  0.000
H96 15.387 13.461 19.206  0.000
H97 16.473 13.377 17.917  0.000
H98 19.183 12.281 19.525  0.000
H99 19.317 13.827 20.123  0.000
H100 18.840 13.537 18.358  0.000
O13 23.087 4.845 19.231  0.000
C47 23.677 5.658 18.492  0.000
N13 24.262 5.252 17.380  0.000
C48 23.703 7.124 18.879  0.000
H101 24.330 4.251 17.262  0.000
H102 24.514 5.864 16.617  0.000
H103 23.756 7.758 17.994  0.000
H104 24.723 7.227 19.249  0.000
H105 22.946 7.312 19.641  0.000

Values from the calculation:
electronic energy: -307586.7874 eV
LUMO level (spin up / spin down): -0.5612 / -0.5621 eV
spin multiplicity: 4
E_HOMO (spin up / spin down): -8.8 / -9.1 eV
net charge: 0

No. 2
DFT (ωB97M-V with the def2-TZVPD basis set) results for a 2-piece molecular cluster, C27H38ClN4O4PS2 overall in a non-equilibrium geometry.

Last column: Löwdin charge in e.
Cartesian coordinates (Å):
C1 -3.182 -0.041 -4.363  -0.143
C2 -2.356 0.551 -5.504  -0.381
P1 -0.508 0.433 -5.252  1.010
C3 -0.276 -1.367 -5.489  -0.300
C4 -0.392 1.043 -3.498  -0.226
C5 -0.427 2.469 -3.396  -0.124
C6 -0.398 3.321 -4.657  -0.238
C7 0.131 4.745 -4.601  -0.717
C8 0.071 5.345 -6.012  -0.125
Cl1 1.851 4.687 -4.097  0.647
C9 -0.509 3.057 -2.115  -0.180
O1 -0.604 4.413 -1.938  0.050
C10 -0.495 2.247 -0.990  -0.033
C11 -0.415 0.868 -1.089  -0.038
C12 -0.347 0.234 -2.332  -0.130
C13 -0.227 -1.264 -2.401  -0.135
C14 1.236 -1.678 -2.699  -0.181
C15 2.147 -1.626 -1.459  -0.173
C16 2.754 -3.021 -1.179  -0.206
C17 1.784 -3.943 -0.448  -0.182
C18 1.492 -3.653 1.048  -0.240
C19 2.464 -2.735 1.780  -0.451
S1 2.537 -3.133 3.567  0.979
C20 0.990 -2.568 4.089  -0.702
N1 -0.121 -3.234 4.164  0.061
N2 -1.072 -2.363 4.627  0.052
C21 -0.474 -1.231 4.797  -0.197
O2 0.827 -1.279 4.498  0.025
C22 -0.450 0.317 0.291  -0.454
O3 -0.545 -0.805 0.663  0.126
N3 -0.405 1.441 1.216  -0.264
S2 1.248 1.569 1.825  0.883
C23 -0.612 2.641 0.417  -0.469
O4 -0.844 3.699 0.900  0.145
H1 -2.855 -1.045 -4.115  0.053
H2 -3.125 0.564 -3.462  0.068
H3 -4.232 -0.082 -4.645  0.071
H4 -2.601 0.012 -6.412  0.074
H5 -2.553 1.613 -5.595  0.051
H6 -0.426 -1.522 -6.555  0.040
H7 0.721 -1.725 -5.278  0.025
H8 -0.997 -2.008 -4.990  0.029
H9 0.286 2.820 -5.337  0.059
H10 -1.352 3.299 -5.179  0.111
H11 -0.422 5.392 -3.945  0.085
H12 0.224 4.569 -6.756  0.077
H13 0.778 6.152 -6.138  0.065
H14 -0.943 5.713 -6.168  0.081
H15 -1.395 4.618 -1.429  0.126
H16 -0.928 -1.694 -3.102  0.077
H17 -0.450 -1.698 -1.435  0.101
H18 1.617 -0.956 -3.418  0.097
H19 1.272 -2.647 -3.185  0.107
H20 2.980 -0.955 -1.654  0.111
H21 1.613 -1.244 -0.593  0.078
H22 3.712 -2.925 -0.675  0.097
H23 2.970 -3.455 -2.151  0.104
H24 2.133 -4.970 -0.523  0.106
H25 0.837 -3.892 -0.982  0.104
H26 0.511 -3.191 1.114  0.091
H27 1.420 -4.588 1.590  0.094
H28 3.498 -2.833 1.469  0.066
H29 2.170 -1.695 1.706  0.055
H30 -0.944 -0.335 5.150  0.125
H31 1.899 1.007 0.788  -0.118
C24 -0.906 -1.503 9.224  -0.107
C25 -1.457 -0.137 8.832  -0.261
C26 -0.501 1.012 9.171  -0.192
C27 -0.237 1.079 10.609  -0.245
N4 -0.028 1.127 11.732  0.146
H32 -0.753 -1.575 10.301  0.071
H33 -1.601 -2.292 8.937  0.074
H34 0.048 -1.700 8.730  0.075
H35 -2.413 0.024 9.332  0.112
H36 -1.654 -0.124 7.758  0.091
H37 -0.925 1.967 8.859  0.116
H38 0.450 0.882 8.653  0.118

Values from the calculation:
structure (SMILES): CCP(C)c1c(C[C@H](C)Cl)c(O)c2c(c1CCCCCCCSc1nnco1)C(=O)N(S)C2=O.CCCC#N
electronic energy: -86245.9705 eV
LUMO level: -0.8606 eV
E_HOMO: -8.7 eV
net charge: 0